Version 1
Below is 11 unconnected molecules or ions with the total composition C6H34N2O10, with properties calculated with the ωB97M-V functional and the def2-TZVPD basis.

The geometry in XYZ format:
```
52
Properties=species:S:1:pos:R:3
C 0.571 1.365 -1.852
C -0.259 2.571 -1.301
N -0.338 3.449 -2.530
C 0.539 3.203 -0.114
C -0.382 3.957 1.003
C -0.178 3.103 2.192
C -1.151 2.383 2.762
N -0.848 1.501 3.760
H 1.654 1.638 -1.868
H 0.294 1.155 -2.895
H 0.358 0.382 -1.388
H -1.253 2.253 -0.873
H 0.580 3.962 -2.712
H -1.019 4.183 -2.350
H 1.041 4.131 -0.479
H 1.276 2.620 0.359
H -1.434 3.831 0.654
H -0.143 5.056 1.104
H 0.843 3.157 2.687
H -2.297 2.548 2.614
H -1.311 0.692 3.673
H 0.147 1.303 3.942
O 0.060 -0.864 1.001
H 0.872 -0.945 0.674
H -0.114 -0.248 1.668
O 2.994 -0.249 -0.476
H 2.553 -0.775 -1.148
H 2.587 0.593 -0.713
O 1.893 -3.288 0.989
H 2.487 -4.013 0.914
H 2.048 -2.869 0.084
O -0.951 -1.600 4.243
H -0.766 -2.507 4.101
H -0.364 -1.230 4.916
O 1.768 -2.242 -1.647
H 2.117 -2.330 -2.581
H 0.793 -2.332 -1.931
O 4.621 -1.636 1.953
H 4.743 -0.928 1.390
H 3.981 -2.287 1.648
O -3.493 1.031 -3.558
H -3.231 0.384 -2.944
H -2.758 1.697 -3.740
O -2.516 -1.479 -2.889
H -1.699 -1.843 -3.181
H -3.157 -2.101 -3.308
O -0.621 -3.375 -2.054
H -0.304 -4.225 -1.926
H -1.402 -3.258 -1.507
O -2.373 -3.216 -0.136
H -1.904 -2.561 0.556
H -2.816 -3.927 0.412
```

- Multiplicity: 1
- Orbital gap: 0.289 Ha
- SMILES: C[C@H](N)CC/C=C/N.O.O.O.O.O.O.O.O.O.O
- Lowest unoccupied orbital energy: 0.0 eV
- Molecular weight: 294.34 g/mol

Results of the Mulliken charge analysis, in e, for atoms 1 through 4:
1. C -1.5329
2. C 0.6190
3. N -0.7645
4. C -0.8504


Version 2
Below is 11 unconnected molecules or ions with the total composition C6H34N2O10, with properties calculated with the ωB97M-V functional and the def2-TZVPD basis.

The geometry in XYZ format:
```
52
Properties=species:S:1:pos:R:3
C 0.196 -3.618 -0.574
C 0.259 -2.509 -1.263
C -0.244 -1.084 -0.946
C 0.346 -0.626 0.363
N -0.252 0.592 0.940
C 0.037 1.868 0.233
C -1.223 2.806 0.410
N -1.980 2.681 -0.779
H 0.221 -4.518 -1.001
H -0.205 -3.582 0.465
H 0.639 -2.584 -2.420
H -0.035 -0.339 -1.702
H -1.377 -1.225 -1.060
H 0.451 -1.456 1.078
H 1.329 -0.336 0.176
H -1.289 0.585 1.081
H 0.792 2.320 0.835
H 0.555 1.764 -0.809
H -0.853 3.801 0.536
H -1.856 2.438 1.217
H -2.517 3.458 -1.090
H -2.293 1.826 -1.208
O -0.171 3.125 -2.859
H -0.610 2.931 -2.058
H -0.783 2.897 -3.684
O -3.924 1.141 0.470
H -4.018 1.198 1.399
H -3.934 2.020 0.234
O -2.229 0.490 -3.336
H -1.757 0.193 -4.134
H -1.995 -0.337 -2.859
O 3.002 1.487 1.049
H 2.454 1.273 1.835
H 3.424 0.814 0.623
O -1.453 0.090 4.037
H -0.649 -0.220 4.489
H -1.350 -0.387 3.146
O -3.229 -1.366 -0.696
H -3.225 -0.574 -0.225
H -3.835 -1.502 -1.463
O 1.770 -1.397 3.746
H 2.242 -2.060 3.350
H 1.490 -0.877 2.952
O 2.482 0.417 -2.267
H 1.729 0.960 -2.142
H 3.349 0.969 -2.020
O 2.471 -3.583 1.314
H 1.953 -3.724 0.525
H 1.711 -3.605 1.921
O 4.083 -0.860 0.019
H 3.472 -1.404 0.586
H 3.740 -1.005 -0.855
```

- Multiplicity: 1
- Orbital gap: 0.328 Ha
- SMILES: C=CCCNCCN.O.O.O.O.O.O.O.O.O.O
- Lowest unoccupied orbital energy: 0.1 eV
- Molecular weight: 294.34 g/mol

Results of the Mulliken charge analysis, in e, for atoms 1 through 4:
1. C -1.6518
2. C -0.0876
3. C 0.5302
4. C -0.3466


Name the least stable of them. version 2.


Version 1
Below is a single C4H5N3O4 molecule, with properties calculated with the ωB97M-V functional and the def2-TZVPD basis.

The geometry in XYZ format:
```
16
Properties=species:S:1:pos:R:3
C 1.309 0.298 -0.912
C -0.259 -0.625 1.874
C -1.189 0.309 -0.495
C 2.528 0.126 -1.640
N 0.066 0.602 -1.182
N -1.351 -0.094 0.793
N -0.746 -1.329 2.935
O -2.164 0.658 -1.124
O 0.802 -0.668 1.414
O -1.343 -0.920 3.817
O -2.753 -0.078 1.284
H 3.377 0.185 -0.845
H 2.727 0.774 -2.445
H 2.610 -0.868 -2.086
H -0.332 1.166 -1.983
H -3.282 0.466 0.597
```

- Multiplicity: 1
- Orbital gap (alpha / beta): 0.203 / 0.203 Ha
- Lowest unoccupied orbital energy (alpha / beta): -1.6 / -1.6 eV
- Molecular weight: 159.10 g/mol

Results of the Mulliken charge analysis, in e, for atoms 1 through 4:
1. C 0.1053
2. C 0.5169
3. C 0.4772
4. C -1.0374


Version 2
Below is a single C4H5N3O4 molecule, with properties calculated with the ωB97M-V functional and the def2-TZVPD basis.

The geometry in XYZ format:
```
16
Properties=species:S:1:pos:R:3
O 0.682 -1.858 -1.731
C 0.384 -0.971 -0.898
N 0.617 0.351 -1.069
C 0.126 1.394 -0.143
N -0.640 1.015 0.942
C -0.958 -0.152 1.229
C -0.389 -1.327 0.400
O -1.582 -2.102 0.197
N 0.548 -2.042 1.397
O 0.126 -3.088 1.813
O 1.615 -1.533 1.646
H 0.970 0.573 -1.963
H -0.427 2.127 -0.891
H 0.999 2.038 0.060
H -1.760 -0.441 1.909
H -1.293 -2.942 -0.288
```

- Multiplicity: 1
- Orbital gap: 0.377 Ha
- SMILES: O=C1NCN=C[C@]1(O)[N+](=O)[O-]
- Lowest unoccupied orbital energy: -0.1 eV
- Molecular weight: 159.10 g/mol

Results of the Mulliken charge analysis, in e, for atoms 1 through 4:
1. O -0.6586
2. C 0.2430
3. N -0.1079
4. C -0.4815


Name the least stable of them. version 1.


Version 1
Below is a molecular structure, C36H65BaN2O7P2S2Si, with properties calculated with the ωB97M-V functional and the def2-TZVPD basis.

The geometry in XYZ format:
```
116
Properties=species:S:1:pos:R:3
Ba 0.951 -0.988 -0.552
C -4.958 -3.756 4.329
C -3.627 -3.345 3.757
C -2.473 -4.074 4.036
C -1.259 -3.715 3.472
C -1.199 -2.625 2.621
C -2.328 -1.868 2.356
C -3.536 -2.232 2.926
S 0.344 -2.174 1.862
O 1.405 -2.513 2.782
O 0.214 -0.770 1.543
N 0.393 -2.968 0.512
C 1.517 -3.662 0.164
C 2.110 -4.664 0.958
C 3.248 -5.287 0.505
C 3.796 -4.919 -0.725
C 3.137 -3.953 -1.456
N 2.025 -3.348 -1.033
H -4.831 -4.371 5.220
H -5.521 -4.341 3.598
H -5.557 -2.881 4.581
H -2.528 -4.926 4.703
H -0.351 -4.261 3.699
H -2.238 -1.006 1.707
H -4.422 -1.637 2.733
H 1.661 -4.925 1.905
H 3.711 -6.071 1.092
H 4.705 -5.371 -1.094
H 3.495 -3.613 -2.423
C 3.782 -0.109 1.881
C 3.139 1.259 2.111
C 2.782 1.402 3.592
C 4.124 2.358 1.707
O 2.013 1.350 1.236
Si 0.601 2.208 1.347
S -0.606 1.835 -0.281
O -0.058 1.850 2.811
C -1.125 2.403 3.566
C -2.287 2.903 2.706
C -0.573 3.565 4.403
C -1.617 1.284 4.484
O 1.043 3.812 1.536
C 1.244 4.888 0.614
C 2.026 5.946 1.395
C -0.103 5.472 0.176
C 2.060 4.461 -0.609
H 4.729 -0.176 2.417
H 3.964 -0.256 0.812
H 3.124 -0.895 2.246
H 3.677 1.250 4.198
H 2.040 0.653 3.863
H 2.369 2.391 3.795
H 5.016 2.340 2.336
H 3.636 3.329 1.806
H 4.424 2.218 0.666
H -1.988 3.787 2.142
H -3.140 3.155 3.341
H -2.576 2.140 1.985
H -0.050 4.253 3.739
H 0.135 3.191 5.147
H -1.381 4.095 4.913
H -1.980 0.455 3.879
H -2.420 1.636 5.135
H -0.790 0.920 5.096
H 1.480 6.216 2.301
H 2.173 6.842 0.788
H 3.002 5.551 1.682
H -0.666 5.800 1.054
H -0.665 4.698 -0.344
H 0.042 6.326 -0.490
H 3.017 4.037 -0.297
H 2.243 5.323 -1.255
H 1.512 3.701 -1.164
C -0.476 2.768 -3.689
P 0.077 1.041 -4.025
C 1.275 1.386 -5.395
C -1.368 0.492 -5.053
C -1.163 -0.937 -5.574
P -0.875 -2.149 -4.176
C 0.919 -2.514 -4.385
C -1.518 -3.676 -5.025
H -0.973 3.213 -4.555
H 0.393 3.369 -3.416
H -1.143 2.749 -2.827
H 0.782 1.817 -6.270
H 1.788 0.465 -5.677
H 2.029 2.080 -5.023
H -1.538 1.191 -5.879
H -2.240 0.527 -4.391
H -0.301 -0.972 -6.247
H -2.041 -1.260 -6.140
H 1.153 -2.785 -5.416
H 1.176 -3.343 -3.721
H 1.517 -1.658 -4.064
H -1.090 -3.783 -6.024
H -2.607 -3.645 -5.105
H -1.244 -4.548 -4.427
C -4.592 -1.113 -0.916
C -4.527 -2.639 -1.111
C -3.016 -2.954 -1.008
O -2.380 -1.744 -0.640
C -3.152 -0.689 -1.198
H -4.849 -0.871 0.116
H -5.309 -0.628 -1.579
H -4.910 -2.930 -2.090
H -5.099 -3.171 -0.351
H -2.629 -3.300 -1.973
H -2.782 -3.699 -0.246
H -2.973 -0.628 -2.279
H -2.836 0.244 -0.733
C 3.551 1.233 -2.551
C 3.032 -0.221 -2.389
O 3.628 -1.050 -3.099
H 4.079 1.365 -3.506
H 4.254 1.422 -1.732
H 2.724 1.944 -2.453
```

- Charge: -1
- Multiplicity: 1
- Orbital gap: 0.178 Ha
- Lowest unoccupied orbital energy: 2.1 eV
- Molecular weight: 929.42 g/mol

Results of the Mulliken charge analysis, in e, for atoms 1 through 4:
1. Ba 1.8815
2. C -1.5318
3. C 0.8623
4. C -0.9367


Version 2
Below is a molecular structure, C36H65BaN2O7P2S2Si, with properties calculated with the ωB97M-V functional and the def2-TZVPD basis.

The geometry in XYZ format:
```
116
Properties=species:S:1:pos:R:3
Ba 0.270 -0.463 -0.056
C 6.161 4.766 0.926
C 5.311 3.639 1.449
C 4.276 3.111 0.687
C 3.489 2.079 1.176
C 3.744 1.554 2.432
C 4.768 2.074 3.213
C 5.543 3.110 2.719
S 2.793 0.172 3.023
O 2.883 0.212 4.471
O 3.339 -1.013 2.387
N 1.336 0.364 2.456
C 0.513 1.398 2.844
C 0.764 2.341 3.860
C -0.192 3.299 4.120
C -1.379 3.318 3.394
C -1.541 2.355 2.415
N -0.630 1.429 2.139
H 5.883 5.025 -0.095
H 7.219 4.495 0.933
H 6.049 5.659 1.544
H 4.070 3.491 -0.304
H 2.682 1.694 0.564
H 4.939 1.663 4.199
H 6.343 3.516 3.329
H 1.678 2.289 4.432
H -0.015 4.032 4.898
H -2.150 4.053 3.578
H -2.445 2.309 1.820
C 2.906 -1.634 -2.793
C 3.467 -0.344 -2.204
C 4.224 -0.627 -0.914
C 4.395 0.326 -3.211
O 2.349 0.497 -1.849
Si 1.682 1.836 -2.616
S 0.013 2.360 -1.568
O 2.925 2.935 -2.623
C 3.100 4.086 -3.447
C 1.770 4.781 -3.721
C 3.768 3.667 -4.755
C 4.021 5.028 -2.678
O 1.509 1.468 -4.222
C 0.405 1.021 -5.013
C -0.402 -0.052 -4.297
C 1.027 0.455 -6.285
C -0.481 2.218 -5.338
H 3.710 -2.354 -2.965
H 2.416 -1.429 -3.747
H 2.167 -2.086 -2.125
H 5.039 -1.332 -1.093
H 3.568 -1.053 -0.152
H 4.645 0.295 -0.511
H 5.214 -0.355 -3.454
H 4.810 1.245 -2.797
H 3.859 0.571 -4.129
H 1.102 4.137 -4.295
H 1.941 5.698 -4.291
H 1.270 5.025 -2.784
H 3.136 2.961 -5.291
H 4.725 3.184 -4.546
H 3.948 4.541 -5.387
H 3.534 5.360 -1.760
H 4.264 5.906 -3.279
H 4.949 4.512 -2.419
H 0.238 -0.880 -3.987
H -1.176 -0.450 -4.957
H -0.884 0.354 -3.410
H 1.664 -0.398 -6.043
H 1.639 1.215 -6.775
H 0.250 0.126 -6.979
H -0.860 2.655 -4.412
H -1.327 1.906 -5.955
H 0.087 2.976 -5.884
C -1.895 -4.008 2.641
P -0.914 -2.457 2.507
C -1.758 -1.435 3.774
C 0.606 -2.906 3.440
C 1.606 -3.778 2.672
P 1.866 -3.305 0.889
C 1.079 -4.740 0.050
C 3.628 -3.781 0.703
H -2.000 -4.322 3.683
H -1.414 -4.808 2.076
H -2.887 -3.850 2.215
H -1.920 -1.995 4.699
H -2.712 -1.082 3.383
H -1.143 -0.558 3.981
H 0.334 -3.379 4.391
H 1.078 -1.951 3.677
H 1.313 -4.832 2.708
H 2.581 -3.694 3.156
H 1.433 -5.694 0.450
H 1.290 -4.684 -1.019
H -0.004 -4.671 0.159
H 3.818 -4.788 1.083
H 4.234 -3.058 1.250
H 3.906 -3.739 -0.352
C -4.747 -0.984 -0.674
C -4.689 0.522 -0.952
C -3.257 0.853 -0.568
O -2.993 0.041 0.581
C -3.749 -1.169 0.477
H -4.406 -1.541 -1.545
H -5.749 -1.321 -0.406
H -5.391 1.065 -0.315
H -4.904 0.765 -1.993
H -3.099 1.893 -0.282
H -2.572 0.604 -1.380
H -4.248 -1.328 1.439
H -3.075 -2.004 0.279
C -1.128 -3.585 -2.785
C -0.804 -2.425 -1.838
O -1.732 -1.597 -1.724
H -0.318 -3.706 -3.512
H -2.085 -3.440 -3.300
H -1.161 -4.511 -2.200
```

- Charge: -1
- Multiplicity: 1
- Orbital gap: 0.226 Ha
- Lowest unoccupied orbital energy: 2.3 eV
- Molecular weight: 929.42 g/mol

Results of the Mulliken charge analysis, in e, for atoms 1 through 4:
1. Ba -2.7048
2. C -1.6081
3. C 1.0074
4. C -0.3346


Name the least stable of them. version 1.